No. 1
Density functional theory data (wB97M-V/def2-TZVPD) for a structure of composition C34H22BrF7IMnN2O8PS.

Geometry as ORCA input:
```
! RIJCOSX wB97M-V def2-TZVPD def2/J DEFGRID3
* xyz -2 6
Mn 0.44 -1.36 -0.89
C 4.48 -0.22 1.19
C 4.07 0.80 0.18
N 4.91 1.75 -0.15
C 4.52 2.67 -1.06
C 3.29 2.66 -1.66
C 2.97 3.76 -2.64
O 2.02 4.70 -2.14
C 2.36 1.65 -1.33
C 1.06 1.66 -1.96
N 0.12 0.79 -1.84
C -1.03 1.03 -2.63
C -0.93 1.37 -3.98
C -2.06 1.61 -4.73
C -3.32 1.50 -4.17
C -3.44 1.13 -2.83
C -2.30 0.89 -2.08
I -2.50 0.28 -0.10
C 2.74 0.67 -0.38
O 2.01 -0.29 0.02
H 3.87 -0.11 2.09
H 5.53 -0.09 1.44
H 4.29 -1.23 0.82
H 5.25 3.43 -1.32
H 2.56 3.37 -3.57
H 3.90 4.29 -2.89
H 2.04 4.63 -1.18
H 0.86 2.51 -2.61
H 0.05 1.35 -4.43
H -1.95 1.85 -5.79
H -4.20 1.67 -4.76
H -4.41 1.01 -2.38
F -0.23 3.02 6.97
C -0.24 2.10 6.00
C -0.64 0.81 6.27
F -1.02 0.48 7.51
C -0.65 -0.13 5.26
F -1.07 -1.36 5.59
C -0.27 0.17 3.95
P -0.21 -1.11 2.59
C 0.73 -2.39 3.50
C 0.24 -3.62 3.92
C 1.08 -4.53 4.54
C 2.41 -4.23 4.75
C 2.92 -3.01 4.33
C 2.08 -2.10 3.69
C -1.94 -1.72 2.61
C -2.20 -2.88 1.88
C -3.50 -3.33 1.72
C -4.56 -2.62 2.26
C -4.31 -1.46 2.98
C -3.01 -1.01 3.15
C 0.13 1.49 3.70
Br 0.68 2.05 2.00
C 0.14 2.44 4.71
F 0.52 3.70 4.49
H -0.80 -3.87 3.75
H 0.69 -5.50 4.84
H 3.07 -4.95 5.22
H 3.97 -2.77 4.46
H 2.48 -1.17 3.32
H -1.39 -3.44 1.42
H -3.67 -4.23 1.14
H -5.58 -2.97 2.12
H -5.14 -0.89 3.40
H -2.85 -0.09 3.70
F 3.40 -3.92 0.36
C 2.42 -4.81 0.53
F 2.49 -5.69 -0.49
F 2.72 -5.50 1.66
C 0.99 -4.19 0.63
O 0.10 -4.97 0.94
O 0.95 -2.95 0.44
O 1.26 -2.16 -2.70
S -0.10 -2.38 -3.35
O -0.31 -1.38 -4.40
O -1.05 -2.08 -2.17
O -0.26 -3.74 -3.81
*
```

<S²>: 8.75
Gap between HOMO and LUMO (alpha / beta), eV: 6.085 / 6.521
Energy above the lowest of the compared OMol25 structures with the same formula, charge and spin, kJ/mol: 11.9

---

No. 2
Density functional theory data (wB97M-V/def2-TZVPD) for an isolated molecule of C8H9BrN2O2S.

Geometry as ORCA input:
```
! RIJCOSX wB97M-V def2-TZVPD def2/J DEFGRID3
* xyz 0 1
C -2.93 -0.49 1.06
C -2.26 0.70 1.03
C -0.78 -0.92 1.06
C 0.50 -1.52 0.73
C 1.49 -0.72 0.33
C 0.16 1.39 0.97
C 1.26 0.74 -0.10
C 0.92 1.03 -1.53
N -0.94 0.40 1.09
N -1.99 -1.48 1.18
O -1.64 3.21 0.04
O -2.58 1.38 -1.35
S -2.75 2.26 -0.18
Br 2.98 1.59 0.26
H -4.03 -0.56 1.00
H 0.59 -2.62 0.94
H 2.56 -1.18 0.22
H 0.76 1.44 1.98
H -0.11 2.26 0.45
H 0.65 2.17 -1.68
H 0.23 0.32 -1.78
H 1.75 0.76 -2.13
H -2.03 -2.49 1.36
*
```

Gap between HOMO and LUMO, eV: 7.618
Energy above the lowest of the compared OMol25 structures with the same formula, charge and spin, kJ/mol: 26.6

---

No. 3
Density functional theory data (wB97M-V/def2-TZVPD) for a cluster of 15 separate species, C17H64N10O15 in total.

Geometry as ORCA input:
```
! RIJCOSX wB97M-V def2-TZVPD def2/J DEFGRID3
* xyz 0 1
C 0.87 -3.80 -2.12
C 0.44 -3.45 -3.55
O -0.79 -4.18 -3.84
H -0.02 -3.77 -1.51
H 1.62 -3.11 -1.78
H 1.34 -4.77 -2.05
H 1.22 -3.81 -4.24
H 0.27 -2.37 -3.66
H -1.51 -3.73 -3.42
C -0.36 0.47 -0.34
C 0.51 -0.71 0.04
O 1.80 -0.40 -0.40
H -1.38 0.33 -0.01
H -0.40 0.64 -1.46
H 0.11 1.39 -0.04
H 0.21 -1.71 -0.30
H 0.54 -0.80 1.11
H 2.34 -1.22 -0.27
C 2.64 -0.53 2.88
O 1.72 0.51 2.73
N 3.85 -0.49 2.33
N 2.29 -1.51 3.66
H 3.97 0.15 1.47
H 4.54 -1.24 2.44
H 1.64 -1.26 4.37
H 3.02 -2.20 3.97
C 3.93 2.38 0.51
O 4.98 3.22 0.15
N 2.86 2.68 1.18
N 3.86 1.12 0.10
H 2.85 3.64 1.49
H 2.16 2.06 1.51
H 4.63 0.80 -0.54
H 2.95 0.61 0.05
C -1.69 4.44 0.02
O -0.69 5.32 0.37
N -1.96 3.33 0.67
N -2.38 4.66 -1.04
H -1.26 3.17 1.42
H -2.57 2.60 0.37
H -2.01 5.33 -1.71
H -3.34 4.25 -1.19
C -2.22 -3.13 0.36
O -3.14 -3.34 -0.67
N -1.39 -4.02 0.77
N -2.18 -2.02 1.03
H -1.26 -4.93 0.24
H -0.67 -3.83 1.49
H -2.85 -1.35 0.76
H -1.68 -1.82 1.87
C -4.95 1.49 0.49
O -3.66 1.07 0.84
N -5.78 0.72 -0.10
N -5.46 2.69 0.83
H -5.46 -0.22 -0.43
H -6.56 1.13 -0.61
H -4.89 3.10 1.52
H -6.48 2.94 0.89
C 3.74 -2.97 0.21
O 3.99 -2.07 -0.85
H 3.76 -3.98 -0.18
H 2.77 -2.68 0.64
H 4.52 -2.85 0.99
H 4.89 -2.05 -1.09
C -1.77 0.22 3.19
O -0.82 -0.79 3.09
H -1.69 0.94 2.39
H -1.65 0.70 4.17
H -2.76 -0.16 3.22
H 0.07 -0.45 3.17
C -1.81 2.18 -3.31
O -2.42 1.97 -2.11
H -0.77 1.72 -3.24
H -1.71 3.24 -3.37
H -2.34 1.92 -4.25
H -2.24 2.78 -1.60
C -0.43 3.29 3.47
O 0.15 2.64 2.33
H -1.56 3.16 3.39
H -0.17 4.36 3.43
H -0.17 2.84 4.44
H 0.57 1.75 2.53
C 1.35 3.43 -1.75
O 1.30 4.33 -2.83
H 2.32 3.00 -1.77
H 0.56 2.71 -2.11
H 1.03 3.85 -0.78
H 2.09 4.88 -2.62
C 0.83 -4.65 3.52
O 0.77 -3.57 2.64
H 0.50 -5.60 3.01
H 0.24 -4.51 4.43
H 1.86 -4.81 3.80
H 1.26 -2.77 2.98
C -1.99 -1.16 -2.94
O -3.03 -1.87 -3.59
H -2.50 -0.59 -2.21
H -1.43 -0.45 -3.56
H -1.36 -1.79 -2.31
H -3.65 -1.20 -3.92
C 2.10 -0.40 -3.49
O 3.08 0.47 -2.89
H 1.10 -0.28 -3.12
H 2.46 -1.45 -3.30
H 2.00 -0.23 -4.56
H 2.80 0.44 -1.98
*
```

Gap between HOMO and LUMO, eV: 8.017
Energy above the lowest of the compared OMol25 structures with the same formula, charge and spin, kJ/mol: 629.9

---

No. 4
Density functional theory data (wB97M-V/def2-TZVPD) for a cluster of 2 separate species, C33H37ClN2O4 in total.

Geometry as ORCA input:
```
! RIJCOSX wB97M-V def2-TZVPD def2/J DEFGRID3
* xyz 0 1
C 4.08 -2.05 1.84
C 3.95 -1.59 0.42
O 3.43 -0.25 0.38
C 3.19 0.09 -0.92
C 3.03 1.50 -1.17
C 3.00 2.04 -2.46
C 2.86 1.21 -3.63
C 2.85 1.75 -4.90
Cl 2.72 0.71 -6.26
C 2.94 3.14 -5.09
C 3.10 3.97 -3.97
C 3.13 3.44 -2.69
O 3.17 -0.81 -1.78
H 4.68 -2.96 1.83
H 4.56 -1.32 2.48
H 3.09 -2.32 2.24
H 4.93 -1.61 -0.08
H 3.29 -2.27 -0.13
H 3.07 2.16 -0.31
H 2.80 0.14 -3.50
H 2.90 3.54 -6.10
H 3.20 5.05 -4.12
H 3.27 4.08 -1.82
C -1.52 7.71 -1.14
O -1.52 6.88 -2.33
C -1.45 5.54 -2.13
C -1.44 4.69 -3.27
C -1.35 3.33 -3.11
C -1.27 2.73 -1.82
C -1.17 1.31 -1.64
C -1.19 0.68 -0.40
C -1.10 -0.69 -0.16
N -1.06 -1.25 1.06
C -1.01 -2.71 1.21
C -2.26 -3.44 0.70
C -2.23 -4.92 0.97
C -3.18 -5.50 1.82
C -3.15 -6.87 2.09
C -2.17 -7.67 1.50
C -1.21 -7.09 0.65
C -1.24 -5.72 0.39
C -0.84 -2.87 2.72
O -0.67 -3.93 3.33
N -0.89 -1.63 3.28
C -0.80 -1.48 4.71
C -1.02 -0.52 2.34
C 0.22 0.38 2.43
C -2.32 0.24 2.63
C -1.30 3.60 -0.70
C -1.39 4.97 -0.84
H -1.57 8.73 -1.53
H -2.39 7.50 -0.50
H -0.60 7.57 -0.55
H -1.50 5.16 -4.25
H -1.35 2.68 -3.99
H -1.14 0.69 -2.54
H -1.30 1.31 0.48
H -1.06 -1.40 -0.99
H -0.11 -3.11 0.70
H -3.14 -2.98 1.18
H -2.33 -3.24 -0.39
H -3.92 -4.84 2.29
H -3.90 -7.30 2.76
H -2.15 -8.74 1.69
H -0.42 -7.70 0.20
H -0.50 -5.25 -0.25
H -0.74 -2.48 5.15
H 0.11 -0.92 4.99
H -1.67 -0.95 5.11
H 1.12 -0.23 2.27
H 0.20 1.16 1.67
H 0.26 0.84 3.42
H -3.16 -0.47 2.64
H -2.25 0.73 3.61
H -2.52 1.00 1.87
H -1.25 3.22 0.32
H -1.41 5.60 0.05
*
```

Gap between HOMO and LUMO, eV: 2.926